The following is a DFT calculation (wB97M-V/def2-TZVPD) of a 3-piece molecular cluster, C23H46F4I2N7O4P2 overall.

Geometry as ORCA input:
```
! wB97M-V def2-TZVPD RIJCOSX def2/J DEFGRID3
* xyz 1 1
C -2.205 4.079 4.904
C -2.022 3.284 3.606
I -3.872 2.169 3.340
C -0.793 2.270 3.658
I -1.250 0.210 3.235
C 0.446 2.748 2.914
C 1.522 3.299 3.654
C 1.486 3.477 5.161
O 0.567 3.933 5.750
O 2.569 3.073 5.836
C 2.701 3.727 3.047
C 2.806 3.599 1.691
N 1.793 3.103 0.983
C 0.636 2.692 1.524
C -0.398 2.182 0.512
F -1.648 2.407 0.891
F -0.148 0.862 0.321
C -0.251 2.814 -0.906
F -1.346 2.582 -1.610
F -0.152 4.167 -0.705
H -2.112 3.390 5.740
H -1.464 4.871 4.943
H -3.208 4.493 4.898
H -1.961 3.916 2.726
H -0.522 2.210 4.703
H 3.240 2.703 5.247
H 3.523 4.139 3.612
H 3.709 3.896 1.179
H 1.966 3.047 -0.013
H 0.653 2.488 -1.427
O 3.400 -3.328 5.286
P 3.233 -4.192 4.058
N 1.952 -3.331 3.264
C 0.694 -3.122 3.959
C 2.426 -2.068 2.724
N 2.745 -5.645 4.814
C 1.456 -6.271 4.635
C 3.239 -5.867 6.169
N 3.633 -5.103 2.582
C 5.075 -5.080 2.283
C 2.879 -5.020 1.340
H -0.004 -2.592 3.309
H 0.808 -2.537 4.881
H 0.209 -4.064 4.205
H 3.346 -2.219 2.147
H 2.643 -1.337 3.518
H 1.684 -1.642 2.042
H 0.696 -5.837 5.299
H 1.521 -7.339 4.861
H 1.103 -6.201 3.605
H 2.640 -5.336 6.921
H 4.270 -5.535 6.267
H 3.220 -6.934 6.401
H 5.402 -4.104 1.907
H 5.331 -5.840 1.545
H 5.648 -5.303 3.189
H 3.035 -4.081 0.795
H 1.814 -5.150 1.504
H 3.202 -5.840 0.694
O -1.126 0.052 -5.783
P -2.147 1.157 -5.937
N -3.608 0.238 -5.956
C -3.790 -0.804 -6.957
C -3.907 -0.300 -4.635
N -1.663 1.750 -7.468
C -2.485 1.719 -8.657
C -0.257 1.582 -7.815
N -3.021 2.681 -5.631
C -2.428 3.436 -4.520
C -4.471 2.804 -5.591
H -4.778 -1.252 -6.839
H -3.040 -1.601 -6.885
H -3.767 -0.395 -7.965
H -3.832 0.487 -3.874
H -3.216 -1.104 -4.353
H -4.929 -0.682 -4.601
H -2.423 0.750 -9.170
H -2.157 2.488 -9.362
H -3.532 1.934 -8.440
H -0.041 0.575 -8.195
H 0.380 1.757 -6.951
H 0.027 2.309 -8.578
H -2.648 2.970 -3.555
H -2.790 4.466 -4.502
H -1.339 3.478 -4.637
H -4.922 2.371 -4.690
H -4.938 2.354 -6.460
H -4.720 3.869 -5.613
*
```

## Properties
Orbital gap: 4.3 eV
HOMO energy: -9.68 eV
Molecular weight: 876.4 g/mol

Löwdin charges, unit e, in atom order:
1 C -0.1748
2 C -0.7317
3 I 0.8425
4 C -0.6775
5 I 0.9905
6 C -0.0857
7 C 0.0075
8 C -0.4651
9 O 0.1798
10 O 0.1716
11 C 0.0552
12 C 0.0178
13 N 0.1782
14 C -0.0191
15 C -0.4441
16 F 0.1014
17 F 0.0792
18 C -0.2945
19 F 0.1473
20 F 0.0831
21 H 0.0840
22 H 0.0722
23 H 0.0536
24 H 0.0650
25 H 0.0497
26 H 0.1219
27 H 0.1479
28 H 0.1580
29 H 0.1751
30 H 0.1722
31 O -0.3013
32 P 0.7193
33 N -0.3349
34 C -0.1392
35 C -0.1629
36 N -0.3233
37 C -0.1357
38 C -0.1367
39 N -0.2952
40 C -0.1376
41 C -0.1376
42 H 0.0207
43 H 0.0856
44 H 0.0593
45 H 0.0704
46 H 0.0744
47 H 0.0668
48 H 0.0791
49 H 0.0842
50 H 0.0732
51 H 0.0833
52 H 0.0706
53 H 0.0827
54 H 0.0740
55 H 0.0805
56 H 0.0802
57 H 0.0737
58 H 0.0703
59 H 0.0903
60 O -0.3035
61 P 0.7091
62 N -0.3410
63 C -0.1147
64 C -0.1460
65 N -0.3240
66 C -0.1356
67 C -0.1434
68 N -0.2941
69 C -0.1495
70 C -0.1336
71 H 0.0848
72 H 0.0878
73 H 0.0554
74 H 0.0675
75 H 0.0818
76 H 0.0860
77 H 0.0798
78 H 0.0827
79 H 0.0739
80 H 0.0837
81 H 0.0654
82 H 0.0809
83 H 0.0552
84 H 0.0821
85 H 0.0766
86 H 0.0761
87 H 0.0722
88 H 0.0889

***

The following is a DFT calculation (wB97M-V/def2-TZVPD) of C23H47As3N2O2PdS as an isolated structure.

Geometry as ORCA input:
```
! wB97M-V def2-TZVPD RIJCOSX def2/J DEFGRID3
* xyz 2 3
Pd 0.001 1.027 -0.082
C 1.701 4.789 -1.626
C 0.542 3.885 -1.332
O 0.637 2.650 -1.429
N -0.618 4.498 -1.045
C -1.861 3.774 -0.837
C -2.112 3.386 0.599
C -3.052 4.048 1.372
C -3.218 3.686 2.701
C -2.429 2.672 3.220
C -1.516 2.055 2.381
N -1.367 2.394 1.099
H 2.637 4.262 -1.477
H 1.680 5.681 -1.001
H 1.645 5.106 -2.668
H -0.592 5.491 -0.875
H -1.798 2.884 -1.459
H -2.683 4.385 -1.208
H -3.646 4.840 0.936
H -3.948 4.190 3.320
H -2.509 2.360 4.251
H -0.875 1.261 2.748
C -3.350 -0.655 0.468
As -2.148 -0.101 -0.963
C -3.354 0.998 -2.022
C -2.042 -1.580 -2.232
C -1.168 -2.797 -1.920
C -1.545 -3.881 -2.942
C 0.308 -2.470 -2.149
As 1.214 -1.080 -1.100
C 2.971 -1.188 -1.929
C 1.529 -2.013 0.589
C -1.440 -3.310 -0.505
As -0.508 -4.989 0.034
C -0.963 -4.805 1.932
C -1.905 -6.284 -0.422
H -2.796 -1.007 1.334
H -3.994 -1.455 0.105
H -3.963 0.200 0.751
H -4.186 0.367 -2.336
H -2.845 1.377 -2.907
H -3.754 1.821 -1.433
H -1.725 -1.120 -3.174
H -3.081 -1.894 -2.371
H -1.509 -3.489 -3.960
H -2.553 -4.255 -2.754
H -0.855 -4.726 -2.889
H 0.465 -2.206 -3.198
H 0.918 -3.356 -1.953
H 3.182 -2.235 -2.150
H 3.720 -0.812 -1.234
H 2.993 -0.608 -2.848
H 1.533 -3.090 0.420
H 0.768 -1.772 1.331
H 2.501 -1.710 0.970
H -2.514 -3.471 -0.371
H -1.138 -2.562 0.239
H -0.397 -3.983 2.372
H -0.687 -5.720 2.453
H -2.030 -4.628 2.069
H -1.861 -6.546 -1.477
H -2.896 -5.900 -0.179
H -1.727 -7.190 0.157
C 3.281 0.740 4.042
C 3.706 1.677 2.925
S 3.156 1.067 1.321
O 1.702 1.529 1.256
C 4.087 2.166 0.244
C 5.507 1.661 0.029
H 3.581 1.159 5.001
H 3.748 -0.239 3.940
H 2.199 0.614 4.056
H 4.790 1.794 2.871
H 3.250 2.665 3.013
H 4.072 3.166 0.683
H 3.506 2.173 -0.679
H 6.057 1.580 0.966
H 6.047 2.364 -0.604
H 5.523 0.686 -0.460
*
```

## Properties
<S²>: 2.006
Orbital gap (alpha / beta): 7.9 / 5.8 eV
HOMO energy (alpha / beta): -12.80 / -13.01 eV
Molecular weight: 746.9 g/mol

Löwdin charges, unit e, in atom order:
1 Pd 0.6599
2 C 0.0386
3 C -0.4767
4 O -0.0909
5 N 0.1068
6 C -0.1139
7 C -0.2596
8 C 0.0085
9 C -0.0156
10 C -0.0230
11 C -0.1199
12 N 0.0059
13 H 0.0743
14 H 0.0985
15 H 0.1098
16 H 0.1597
17 H 0.0728
18 H 0.1405
19 H 0.1269
20 H 0.1268
21 H 0.1212
22 H 0.1111
23 C -0.2656
24 As 1.1163
25 C -0.2723
26 C -0.3308
27 C -0.7006
28 C -0.0584
29 C -0.3454
30 As 1.1178
31 C -0.2568
32 C -0.3022
33 C -0.3867
34 As 1.1247
35 C -0.3271
36 C -0.3257
37 H 0.0241
38 H 0.0413
39 H 0.0332
40 H 0.0501
41 H 0.0441
42 H 0.0263
43 H 0.0938
44 H 0.0960
45 H 0.0966
46 H 0.0963
47 H 0.0800
48 H 0.0928
49 H 0.0646
50 H 0.0478
51 H 0.0068
52 H 0.0391
53 H -0.0030
54 H 0.0168
55 H 0.0048
56 H 0.0801
57 H 0.0297
58 H 0.0062
59 H 0.0276
60 H 0.0302
61 H 0.0150
62 H 0.0306
63 H 0.0283
64 C -0.1206
65 C -0.3714
66 S 0.9338
67 O -0.6425
68 C -0.3939
69 C -0.1118
70 H 0.0890
71 H 0.0826
72 H 0.0708
73 H 0.0963
74 H 0.1040
75 H 0.1024
76 H 0.0754
77 H 0.0758
78 H 0.0917
79 H 0.0700

***

The following is a DFT calculation (wB97M-V/def2-TZVPD) of C23H47BI2N2O2 as an isolated structure.

Geometry as ORCA input:
```
! wB97M-V def2-TZVPD RIJCOSX def2/J DEFGRID3
* xyz 0 1
C 2.962 3.282 -0.716
C 1.525 3.687 -1.352
C 1.501 3.591 -2.943
C 0.053 3.149 -3.536
N -0.288 1.846 -2.915
B -1.130 0.953 -3.829
C -0.379 0.457 -5.207
C 1.204 0.252 -5.091
C 1.842 0.481 -6.562
C 3.062 1.513 -6.490
O 3.771 1.603 -7.768
C 4.645 0.515 -7.945
O 5.525 0.255 -7.107
C -1.778 -0.364 -3.090
I -3.904 -0.773 -3.478
C -1.111 -1.258 -2.231
C 0.413 -1.032 -1.845
I -2.093 -3.027 -1.350
H 2.950 2.152 -0.514
H 3.029 3.795 0.299
H 3.827 3.523 -1.407
H 1.290 4.739 -0.985
H 0.766 2.997 -0.844
H 1.863 4.572 -3.403
H 2.258 2.793 -3.254
H 0.191 3.115 -4.663
H -0.679 3.990 -3.281
H -0.865 2.070 -2.085
H -2.070 1.627 -4.188
H -0.914 -0.491 -5.584
H -0.612 1.255 -6.005
H 1.370 -0.865 -4.873
H 1.710 0.867 -4.285
H 1.081 0.926 -7.299
H 2.138 -0.528 -7.020
H 3.729 1.213 -5.624
H 2.596 2.549 -6.331
H 4.623 -0.142 -8.879
H 0.497 -0.036 -1.280
H 0.752 -1.827 -1.084
H 1.140 -1.098 -2.710
C 1.483 -1.857 5.988
C 1.243 -0.559 5.227
C -0.191 -0.019 5.293
C -1.359 -1.003 5.218
N -1.730 -1.650 3.882
C -2.710 -0.793 3.078
C -1.841 0.209 2.344
C -0.514 -0.499 2.106
C -0.584 -1.805 2.883
C -2.315 -3.047 4.142
C -3.667 -3.094 4.855
C -3.673 -2.797 6.351
H 0.860 -2.675 5.618
H 2.524 -2.167 5.876
H 1.286 -1.723 7.057
H 1.560 -0.692 4.188
H 1.910 0.208 5.631
H -0.309 0.802 4.587
H -0.284 0.454 6.281
H -2.252 -0.471 5.547
H -1.187 -1.809 5.931
H -3.211 -1.455 2.367
H -3.445 -0.339 3.743
H -1.696 1.107 2.948
H -2.305 0.534 1.410
H 0.323 0.126 2.427
H -0.357 -0.701 1.043
H 0.322 -2.120 3.394
H -0.860 -2.604 2.189
H -1.554 -3.615 4.683
H -2.443 -3.514 3.162
H -4.035 -4.120 4.740
H -4.400 -2.457 4.352
H -2.839 -3.286 6.861
H -4.599 -3.167 6.798
H -3.637 -1.726 6.556
*
```

## Properties
Orbital gap: 5.7 eV
HOMO energy: -6.25 eV
Molecular weight: 648.3 g/mol

Löwdin charges, unit e, in atom order:
1 C -0.1393
2 C -0.2667
3 C -0.2066
4 C -0.2356
5 N -0.0464
6 B -0.8244
7 C -0.1700
8 C -0.1989
9 C -0.1756
10 C -0.1886
11 O -0.0946
12 C -0.2736
13 O 0.0236
14 C -0.5964
15 I 0.6557
16 C -0.7495
17 C -0.1682
18 I 0.5687
19 H 0.0653
20 H 0.0591
21 H 0.0682
22 H 0.0940
23 H 0.0858
24 H 0.1050
25 H 0.0890
26 H 0.1096
27 H 0.1171
28 H 0.0893
29 H 0.0646
30 H 0.1055
31 H 0.0875
32 H 0.1026
33 H 0.0872
34 H 0.1111
35 H 0.1124
36 H 0.1234
37 H 0.1381
38 H 0.1543
39 H 0.0684
40 H 0.0450
41 H 0.0650
42 C -0.1009
43 C -0.2552
44 C -0.1631
45 C -0.0992
46 N -0.1782
47 C -0.0839
48 C -0.1323
49 C -0.1312
50 C -0.0812
51 C -0.1124
52 C -0.2159
53 C -0.1013
54 H 0.0583
55 H 0.0834
56 H 0.0850
57 H 0.0906
58 H 0.1168
59 H 0.1031
60 H 0.1299
61 H 0.1209
62 H 0.1101
63 H 0.1412
64 H 0.1340
65 H 0.1104
66 H 0.1327
67 H 0.1123
68 H 0.1031
69 H 0.1186
70 H 0.1167
71 H 0.1367
72 H 0.1301
73 H 0.1228
74 H 0.1114
75 H 0.0818
76 H 0.0820
77 H 0.0624

***

The following is a DFT calculation (wB97M-V/def2-TZVPD) of a 4-piece molecular cluster, C23H47BN3O14 overall.

Geometry as ORCA input:
```
! wB97M-V def2-TZVPD RIJCOSX def2/J DEFGRID3
* xyz -1 1
C -1.010 1.646 1.463
C -2.403 1.003 1.945
C -2.115 -0.315 2.829
O -2.966 -0.651 3.688
O -0.926 -1.020 2.525
C -1.290 -2.315 1.889
C -1.512 -2.153 0.313
B -0.882 -3.344 -0.625
C -1.873 -4.684 -0.393
C -1.484 -5.548 0.880
O -0.698 -6.537 0.700
C -1.143 -2.920 -2.219
C -0.505 -3.948 -3.273
C -1.314 -3.771 -4.679
C -1.292 -2.228 -5.159
O -0.042 -1.544 -4.829
C -0.309 -0.139 -4.873
O 0.456 0.641 -5.501
C 0.668 -3.760 -0.300
C 1.797 -2.694 -0.727
N 1.326 -1.300 -0.936
N 2.607 -3.239 -1.889
N 2.795 -2.626 0.425
H -0.755 1.237 0.415
H -1.072 2.795 1.446
H -0.121 1.367 2.142
H -2.961 1.778 2.565
H -3.097 0.691 1.094
H -0.473 -3.045 2.198
H -2.264 -2.704 2.376
H -1.138 -1.106 -0.011
H -2.657 -2.119 0.128
H -1.967 -5.330 -1.337
H -2.942 -4.279 -0.195
H -1.862 -5.354 1.953
H -2.295 -2.998 -2.350
H -0.889 -1.818 -2.422
H 0.587 -3.696 -3.540
H -0.496 -5.039 -2.931
H -2.384 -4.164 -4.624
H -0.684 -4.344 -5.462
H -1.428 -2.121 -6.297
H -2.160 -1.684 -4.638
H -1.244 0.308 -4.373
H 0.882 -4.718 -0.914
H 0.864 -4.048 0.789
H 1.519 -0.942 -1.877
H 1.659 -0.654 -0.206
H 3.596 -3.265 -1.574
H 2.505 -2.643 -2.719
H 2.220 -2.253 1.209
H 3.049 -3.584 0.721
C 5.064 4.463 1.115
O 5.549 3.122 1.136
C 4.586 2.191 1.255
O 3.401 2.407 1.340
O 5.171 0.985 1.264
C 4.258 -0.109 1.387
H 5.924 5.127 1.016
H 4.405 4.621 0.258
H 4.548 4.703 2.048
H 3.569 -0.132 0.542
H 3.712 -0.050 2.331
H 4.837 -1.031 1.382
C -2.319 3.377 -3.711
O -3.605 2.769 -3.828
C -4.518 3.242 -2.964
O -4.335 4.102 -2.138
O -5.672 2.588 -3.181
C -6.741 2.991 -2.326
H -1.664 2.920 -4.454
H -2.379 4.448 -3.916
H -1.896 3.196 -2.720
H -6.977 4.047 -2.476
H -6.493 2.795 -1.281
H -7.618 2.400 -2.590
C 2.350 2.561 3.960
O 2.021 2.894 5.310
C 2.277 4.168 5.640
O 2.742 5.011 4.912
O 1.924 4.344 6.926
C 2.143 5.665 7.416
H 2.103 1.511 3.805
H 1.762 3.160 3.261
H 3.417 2.695 3.779
H 1.547 6.387 6.854
H 3.204 5.921 7.372
H 1.824 5.690 8.458
*
```

## Properties
Orbital gap: 7.7 eV
HOMO energy: -5.48 eV
Molecular weight: 600.4 g/mol

Löwdin charges, unit e, in atom order:
1 C -0.1169
2 C -0.1317
3 C -0.3975
4 O 0.0378
5 O -0.0972
6 C -0.1575
7 C -0.1227
8 B -0.7596
9 C -0.1068
10 C -0.2258
11 O -0.0823
12 C -0.1519
13 C -0.1945
14 C -0.1681
15 C -0.2109
16 O -0.1110
17 C -0.2536
18 O 0.0078
19 C -0.0795
20 C -0.5551
21 N 0.0883
22 N 0.0506
23 N 0.0211
24 H 0.0711
25 H 0.0734
26 H 0.0693
27 H 0.1077
28 H 0.1187
29 H 0.1147
30 H 0.1255
31 H 0.0882
32 H 0.1036
33 H 0.1002
34 H 0.0982
35 H 0.1182
36 H 0.1082
37 H 0.0860
38 H 0.0944
39 H 0.1110
40 H 0.1103
41 H 0.1040
42 H 0.1293
43 H 0.1169
44 H 0.1532
45 H 0.1116
46 H 0.0842
47 H 0.0728
48 H 0.0619
49 H 0.0645
50 H 0.0536
51 H 0.0776
52 H 0.0799
53 C -0.0429
54 O -0.0016
55 C -0.5983
56 O 0.1000
57 O 0.0037
58 C -0.0538
59 H 0.0914
60 H 0.0988
61 H 0.0939
62 H 0.0652
63 H 0.0916
64 H 0.0858
65 C -0.0421
66 O -0.0037
67 C -0.6001
68 O 0.1209
69 O -0.0021
70 C -0.0500
71 H 0.0865
72 H 0.0979
73 H 0.1008
74 H 0.0960
75 H 0.0993
76 H 0.0921
77 C -0.0506
78 O 0.0092
79 C -0.5988
80 O 0.1147
81 O -0.0031
82 C -0.0546
83 H 0.0937
84 H 0.0976
85 H 0.0878
86 H 0.0966
87 H 0.0959
88 H 0.0910

***

In Eh, the E_tot values for the records above are, in order, -3265.42050 -8397.44661 -1784.59236 -2147.01023.